Record 1
A molecular structure, C22H24F5N4O4Rh in a non-equilibrium geometry. Source: the OMol25 dataset; level of theory: the ωB97M-V functional and the def2-TZVPD basis.

Element x y z (Å)
Rh: 0.3502 0.3900 0.3398
C: 0.1871 2.4024 2.5924
N: -0.3951 1.1115 2.1633
C: -1.8578 1.2756 2.0301
C: -0.0589 0.0734 3.1695
C: -0.0666 -1.2773 2.5112
N: 0.8505 -1.1198 1.3808
C: 1.2897 -2.2296 0.6533
C: 2.2655 -2.0512 -0.3293
F: 2.7617 -0.8163 -0.5581
C: 2.7366 -3.1016 -1.0918
F: 3.6714 -2.8475 -2.0181
C: 2.2651 -4.3889 -0.9217
C: 1.2999 -4.5790 0.0445
F: 0.7869 -5.7983 0.2519
C: 0.8147 -3.5327 0.8119
F: -0.1625 -3.8197 1.7032
H: -0.2214 2.6753 3.5711
H: -0.0605 3.1628 1.8592
H: 1.2672 2.3060 2.6475
H: -2.2472 1.6902 2.9648
H: -2.3254 0.3103 1.8333
H: -2.0701 1.9432 1.1991
H: -0.7344 0.1406 4.0281
H: 0.9550 0.2873 3.5091
H: -1.0690 -1.5820 2.1916
H: 0.2849 -2.0275 3.2263
H: 2.6285 -5.2055 -1.5243
C: 2.6547 5.2159 0.1819
C: 1.9805 4.4522 -0.9633
C: 2.9691 4.2678 -2.1182
C: 0.7564 5.2365 -1.4567
C: 1.5357 3.1359 -0.4764
C: 1.2547 2.0377 -0.0454
H: 2.9569 6.2085 -0.1567
H: 3.5409 4.6855 0.5291
H: 1.9739 5.3320 1.0250
H: 3.2878 5.2414 -2.4938
H: 2.5097 3.7132 -2.9357
H: 3.8505 3.7173 -1.7892
H: 1.0765 6.1711 -1.9199
H: 0.0882 5.4749 -0.6288
H: 0.1958 4.6576 -2.1895
F: -2.0669 -5.2621 -3.2035
C: -2.4566 -4.3808 -2.2800
C: -2.5534 -3.0767 -2.5465
N: -2.9858 -2.1746 -1.5970
C: -2.8607 -0.7495 -1.8258
C: -1.5469 -0.2772 -1.2366
O: -1.4019 0.9353 -0.9236
O: -0.6576 -1.1266 -1.0292
C: -3.1418 -2.5496 -0.2787
O: -3.3063 -1.7437 0.6154
N: -3.1013 -3.9067 -0.0502
C: -2.7835 -4.9148 -0.9556
O: -2.7818 -6.0788 -0.6463
H: -2.3080 -2.6732 -3.5178
H: -3.6780 -0.2180 -1.3397
H: -2.9037 -0.5478 -2.8962
H: -3.2432 -4.1942 0.9097

Forces on the atoms, in the same order (eV/Å):
-1.72 -0.29 -0.60
-0.15 -0.03 0.09
0.38 0.37 0.14
0.01 -0.19 0.01
0.01 0.13 0.21
0.23 -0.04 0.20
0.64 -0.92 0.07
-0.17 0.42 0.55
0.23 0.01 -0.20
-0.09 -0.22 0.08
-0.03 0.11 0.02
-0.05 -0.04 0.05
-0.02 0.09 0.04
-0.08 0.07 0.09
0.05 0.03 -0.04
-0.05 -0.26 -0.07
0.13 0.05 -0.15
0.00 -0.03 0.01
0.01 0.03 0.02
0.00 0.05 -0.01
-0.05 -0.01 -0.02
0.00 0.03 -0.03
0.01 0.01 0.04
-0.05 0.01 -0.08
-0.03 -0.06 0.02
-0.01 0.10 0.05
0.06 0.05 -0.10
0.02 -0.05 -0.02
0.04 0.02 -0.03
-0.11 -0.01 0.01
0.04 -0.03 -0.01
0.02 0.00 0.01
0.29 -0.30 0.24
-0.13 0.46 -0.29
0.01 0.04 -0.01
0.02 -0.02 0.01
-0.03 0.01 0.02
0.02 0.04 -0.02
-0.02 0.00 -0.02
0.00 -0.01 0.01
0.00 0.05 0.00
-0.03 -0.02 0.02
0.01 -0.01 -0.04
-0.01 0.06 -0.02
-0.05 0.05 0.12
-0.01 -0.20 -0.03
-0.21 -0.04 0.04
-0.09 0.05 0.05
-0.20 0.65 -0.07
0.36 0.25 -0.14
0.60 -0.34 -0.08
0.08 -0.16 -0.03
-0.05 0.14 0.12
-0.03 0.11 0.05
0.07 -0.05 -0.24
0.02 -0.07 0.07
-0.01 -0.02 -0.03
0.06 -0.05 -0.05
0.06 -0.02 0.04
0.02 0.02 -0.08

Its spin multiplicity is 1. Its LUMO energy is -0.551 eV. The value obtained for the HOMO energy is -7.99 eV.

***

Record 2
2 unconnected molecules or ions with the total composition C22H20F3O in a non-equilibrium geometry. Source: the OMol25 dataset; level of theory: the ωB97M-V functional and the def2-TZVPD basis.

Element x y z (Å)
C: -0.6719 -2.9592 -2.1648
C: 0.2805 -1.8003 -2.0928
C: -0.2121 -0.4929 -1.9649
C: 0.6681 0.5903 -2.0102
C: 2.0300 0.3971 -2.2362
C: 2.5393 -0.9237 -2.2793
O: 3.8600 -1.1994 -2.5258
C: 4.5222 -0.4903 -3.5944
C: 1.6554 -2.0135 -2.1326
H: -0.1214 -3.9086 -2.1865
H: -1.3554 -2.9715 -1.3053
H: -1.2936 -2.9055 -3.0697
H: -1.2914 -0.3381 -1.9929
H: 0.2923 1.6024 -1.8555
H: 2.7016 1.2456 -2.3890
H: 5.5864 -0.6207 -3.3942
H: 4.2621 -0.9645 -4.5484
H: 4.2621 0.5776 -3.6205
H: 2.0622 -3.0285 -2.1320
F: 2.6169 -0.3824 5.1595
C: 1.6993 -1.3602 4.8833
F: 2.4021 -2.4856 4.5596
F: 1.0348 -1.6273 6.0549
C: 0.7570 -0.9435 3.7950
C: 0.4127 -1.8597 2.8027
C: -0.3701 -1.4356 1.7502
C: -0.8735 -0.1041 1.6697
C: -1.6232 0.2349 0.5103
C: -2.2072 1.4992 0.2173
C: -3.3244 1.5179 -0.6695
C: -4.0085 2.6906 -0.9373
C: -3.6078 3.8918 -0.3288
C: -2.4685 3.9144 0.4915
C: -1.7324 2.7530 0.7103
C: -0.6168 0.7468 2.7891
C: 0.2304 0.3466 3.8088
H: 0.7690 -2.8832 2.8537
H: -0.6155 -2.1402 0.9528
H: -2.0057 -0.6215 -0.0506
H: -3.6493 0.5696 -1.1071
H: -4.8633 2.6760 -1.6167
H: -4.1759 4.8061 -0.5021
H: -2.1529 4.8504 0.9595
H: -0.7893 2.7985 1.2579
H: -1.0961 1.7224 2.8615
H: 0.4817 1.0289 4.6194

Forces on the atoms, in the same order (eV/Å):
-0.04 -0.29 -0.02
0.16 0.17 0.50
0.22 -0.02 -0.49
0.09 -0.01 0.12
0.26 -0.63 0.14
-0.28 0.45 -0.61
-0.53 0.21 0.21
-0.21 -0.15 0.29
0.30 0.30 -0.19
-0.25 0.21 0.03
0.07 -0.06 -0.13
0.18 0.00 0.21
0.31 0.06 -0.01
0.05 -0.18 -0.30
-0.29 -0.29 0.24
-0.15 0.14 -0.12
0.03 0.16 0.14
0.14 -0.37 0.04
-0.10 0.36 -0.18
-1.00 -0.84 -0.35
1.24 -0.60 1.60
-0.76 1.08 0.21
0.54 0.34 -1.26
-0.09 -0.09 -0.32
0.02 0.13 0.04
-0.36 0.11 -0.39
0.75 -0.51 0.64
-1.06 0.26 1.02
0.25 0.49 -0.75
0.16 -0.16 0.15
-0.07 0.10 0.01
0.17 -0.52 0.10
0.19 -0.17 0.03
-0.35 -0.02 0.10
0.04 0.17 -0.32
-0.22 0.10 -0.19
0.02 0.20 -0.06
0.14 0.25 0.14
0.28 0.33 0.03
0.03 0.35 0.10
0.28 0.02 0.28
0.19 -0.24 0.02
-0.03 -0.32 -0.30
-0.37 0.07 -0.25
0.17 -0.38 0.01
-0.13 -0.18 -0.17

Its spin multiplicity is 1. As for the charge: +1. Its LUMO energy is -6.083 eV. The value obtained for the HOMO energy is -11.18 eV.

***

Record 3
3 unconnected molecules or ions with the total composition C43H37ClN3O5. Source: the OMol25 dataset; level of theory: the ωB97M-V functional and the def2-TZVPD basis.

Element x y z (Å)
C: 3.9533 -4.7914 -1.7752
C: 4.6685 -3.5105 -2.1203
C: 5.8263 -3.5025 -2.8865
C: 6.4748 -2.3163 -3.1688
C: 6.0194 -1.0783 -2.7207
C: 6.8506 0.1465 -3.0590
C: 6.0710 1.4425 -3.2803
C: 7.9138 0.3532 -1.9704
C: 4.8623 -1.1179 -1.9624
O: 4.3323 0.0652 -1.4127
C: 3.1981 0.5499 -2.0337
N: 2.1474 0.6761 -0.9981
C: 2.4435 0.9643 0.3236
C: 1.2639 1.0036 0.9840
Cl: 0.9844 1.2780 2.6212
N: 0.2770 0.7626 0.0604
C: 0.8303 0.5644 -1.1390
C: 0.0408 0.2666 -2.3666
N: -1.0301 -0.6812 -2.0190
C: 4.1960 -2.2912 -1.6621
H: 2.9539 -4.7873 -2.2116
H: 4.4950 -5.6429 -2.1794
H: 3.8651 -4.9029 -0.6955
H: 6.2451 -4.4296 -3.2572
H: 7.3857 -2.3511 -3.7556
H: 7.3389 -0.0897 -4.0076
H: 5.6672 1.8090 -2.3355
H: 5.2686 1.3344 -4.0114
H: 6.7562 2.2158 -3.6306
H: 8.3778 -0.5993 -1.7167
H: 8.6720 1.0675 -2.2861
H: 7.4200 0.7123 -1.0645
H: 2.8459 -0.1172 -2.8202
H: 3.3707 1.5429 -2.4562
H: 3.4350 1.0944 0.7164
H: -0.7249 0.7328 0.2068
H: -0.4308 1.1981 -2.6942
H: 0.6992 -0.0890 -3.1598
H: -0.7321 -1.3217 -1.2907
H: -1.2777 -1.2527 -2.8162
H: 3.3110 -2.2336 -1.0353
C: -5.0907 -4.6767 6.6096
C: -4.6643 -5.9689 6.3236
C: -3.6279 -6.1791 5.4297
C: -3.0182 -5.0958 4.8103
C: -3.4585 -3.7969 5.0853
C: -4.4905 -3.5924 5.9923
C: -2.8497 -2.6204 4.4105
O: -3.2124 -1.4879 4.6433
C: -1.7623 -2.8750 3.4163
C: -1.2073 -1.7985 2.7381
C: -0.1889 -2.0034 1.8212
C: 0.2832 -3.2916 1.5860
C: -0.2678 -4.3684 2.2575
C: -1.2962 -4.1639 3.1696
C: -1.8953 -5.3452 3.8664
O: -1.4720 -6.4596 3.6559
H: -5.8958 -4.5168 7.3139
H: -5.1417 -6.8137 6.8014
H: -3.2849 -7.1793 5.2047
H: -4.8168 -2.5839 6.2044
H: -1.5843 -0.8042 2.9424
H: 0.2327 -1.1320 1.3527
H: 1.0828 -3.4581 0.8739
H: 0.0892 -5.3737 2.0822
C: -7.0979 6.4930 -2.6884
C: -7.4086 5.1378 -2.6702
C: -6.5536 4.2358 -2.0601
C: -5.3782 4.6857 -1.4718
C: -5.0576 6.0465 -1.5052
C: -5.9254 6.9473 -2.1085
C: -3.7873 6.5548 -0.9172
O: -3.5025 7.7309 -0.9374
C: -2.8578 5.5586 -0.3004
C: -1.6422 5.9960 0.2143
C: -0.7731 5.0917 0.7993
C: -1.1222 3.7469 0.8808
C: -2.3304 3.3082 0.3675
C: -3.1988 4.2096 -0.2336
C: -4.4819 3.7032 -0.8077
O: -4.7639 2.5259 -0.7343
H: -7.7721 7.1956 -3.1593
H: -8.3215 4.7862 -3.1316
H: -6.7884 3.1809 -2.0343
H: -5.6725 7.9983 -2.1202
H: -1.3898 7.0453 0.1496
H: 0.1735 5.4331 1.1973
H: -0.4496 3.0338 1.3398
H: -2.6259 2.2669 0.4272

Forces on the atoms, in the same order (eV/Å):
0.11 0.25 -0.21
-0.13 -0.23 0.09
0.07 -0.01 0.02
0.14 -0.07 -0.08
0.10 0.06 -0.23
-0.17 0.12 0.09
0.19 0.12 0.22
-0.33 -0.25 -0.04
-0.12 0.15 0.17
0.11 0.15 -0.13
0.04 0.02 -0.14
-0.01 0.01 0.19
-0.16 -0.02 0.19
0.41 0.20 -0.05
-0.15 -0.03 0.17
-0.21 0.09 -0.28
0.06 0.02 -0.23
-0.41 -0.26 0.15
0.31 0.05 0.23
-0.05 -0.01 0.02
-0.06 -0.09 0.06
-0.04 -0.09 0.07
-0.03 -0.08 0.02
-0.07 -0.04 0.02
-0.01 0.05 -0.03
0.13 -0.04 0.07
-0.07 -0.01 -0.07
-0.01 -0.01 -0.04
-0.03 -0.04 -0.15
0.20 0.06 -0.06
0.02 0.03 0.06
0.10 0.11 0.02
-0.11 -0.03 0.06
0.04 0.02 0.10
0.08 -0.06 -0.22
0.00 0.03 0.11
0.15 0.02 -0.15
0.13 0.08 0.02
0.04 -0.11 -0.09
-0.19 0.15 -0.06
0.00 -0.07 0.02
0.01 -0.02 -0.01
0.00 0.02 0.00
-0.05 -0.04 0.06
0.02 0.07 -0.03
0.05 -0.03 -0.05
-0.07 -0.03 0.06
-0.03 0.05 0.03
0.00 0.00 -0.01
-0.04 -0.07 0.00
0.05 0.07 -0.11
-0.30 -0.17 0.46
0.09 0.11 -0.16
0.03 0.03 -0.08
-0.04 0.03 0.03
0.02 -0.06 0.00
-0.01 0.00 -0.01
-0.01 0.00 0.00
0.00 0.00 0.01
0.05 0.02 -0.03
0.03 0.03 -0.04
-0.03 -0.02 0.08
0.22 -0.29 -0.19
0.02 0.00 0.03
-0.04 -0.03 0.04
0.00 -0.02 0.00
0.01 0.02 0.00
-0.08 0.01 -0.04
0.05 0.04 0.03
0.04 -0.06 0.02
-0.08 0.03 -0.05
-0.01 0.07 0.00
0.01 0.00 -0.01
-0.02 -0.04 -0.01
0.08 -0.02 0.04
0.00 -0.02 0.00
-0.05 -0.04 -0.12
0.17 -0.08 0.05
-0.05 0.06 -0.04
-0.05 -0.06 -0.01
0.03 -0.01 -0.03
-0.01 0.00 0.00
-0.01 0.00 0.00
0.04 -0.02 0.04
0.06 0.00 0.02
-0.06 0.02 -0.02
0.00 0.00 0.02
-0.04 0.21 0.09
-0.10 0.02 -0.02

Its spin multiplicity is 1. As for the charge: +1. Its LUMO energy is -2.842 eV. The value obtained for the HOMO energy is -11.52 eV.

***

Record 4
A single C18H22N4O4 molecule in a non-equilibrium geometry. Source: the OMol25 dataset; level of theory: the ωB97M-V functional and the def2-TZVPD basis.

Element x y z (Å)
O: -2.2866 -0.1352 -2.1320
C: -1.4767 0.2028 -1.2744
C: -0.0588 -0.1321 -1.4508
C: 0.4187 -0.3073 -2.7647
N: 1.6684 -0.7198 -3.0689
C: 2.4833 -0.8483 -2.0327
C: 2.1755 -0.6484 -0.6696
C: 0.8496 -0.3638 -0.3844
O: 3.0058 -0.8074 0.4199
C: 4.3426 -0.3663 0.1998
C: 5.2304 -1.3616 -0.5362
C: 4.4966 -2.1040 -1.6423
C: 5.1732 -3.3075 -2.2859
C: 3.9699 -3.5052 -1.3465
N: 3.6858 -1.2841 -2.5155
N: -2.0156 0.9604 -0.2534
C: -1.1954 1.6654 0.7170
C: -2.1003 2.8058 1.1552
C: -3.5484 2.3870 0.8558
N: -4.2797 1.8074 1.9778
C: -4.1868 0.3740 2.3762
C: -5.2060 0.3705 3.5349
O: -5.3620 1.7512 3.9479
C: -4.8892 2.5228 2.9782
O: -4.9981 3.7213 2.8997
C: -3.3958 1.4193 -0.3400
H: -0.2617 -0.1437 -3.6173
H: 0.5632 -0.3005 0.6543
H: 4.3068 0.5853 -0.3141
H: 4.7985 -0.1523 1.1489
H: 5.6336 -2.0671 0.1582
H: 6.0947 -0.8025 -0.9721
H: 6.1377 -3.6087 -1.8761
H: 5.0256 -3.4992 -3.3361
H: 4.1629 -3.9200 -0.3331
H: 2.9884 -3.7851 -1.7837
H: 3.5508 -1.5788 -3.4883
H: -1.0044 0.9862 1.5816
H: -0.2481 2.0370 0.3231
H: -1.9605 3.0982 2.2115
H: -1.8461 3.6731 0.4864
H: -4.1186 3.2553 0.4983
H: -4.4345 -0.3501 1.5939
H: -3.1731 0.1522 2.7345
H: -4.8497 -0.2067 4.3662
H: -6.1270 -0.0296 3.1506
H: -3.6228 1.9310 -1.3117
H: -4.1161 0.6296 -0.2402

Forces on the atoms, in the same order (eV/Å):
0.19 -0.47 -0.49
-2.46 0.61 -0.60
1.43 -0.34 0.49
-0.15 -0.13 -0.30
-2.90 1.36 1.12
1.02 -0.64 -0.65
-1.21 -0.03 0.27
0.06 0.38 -1.13
0.30 -0.23 -0.53
0.19 0.11 -0.39
0.05 0.65 -1.17
0.25 -1.08 -0.40
-0.67 0.23 1.24
0.03 -0.02 0.17
1.47 -0.37 0.61
1.73 -0.51 -0.38
-0.65 -0.53 1.29
0.31 1.26 -0.11
-0.15 0.50 -0.43
0.05 -2.43 0.16
0.38 1.20 0.37
0.73 0.18 -0.65
-0.14 -1.20 0.20
0.62 1.65 -2.23
-0.22 0.20 0.87
-0.09 0.85 -0.05
0.35 -0.13 0.62
-0.07 0.04 0.03
-0.05 0.27 -0.41
-0.11 -0.03 0.68
0.24 -0.61 0.43
-0.58 -0.31 0.30
-0.20 0.16 -0.25
0.00 0.08 -0.13
-0.16 0.31 -0.92
0.86 0.24 0.30
0.44 0.12 0.66
0.19 0.46 -0.43
-0.08 -0.23 -0.09
-0.05 0.00 -0.57
-0.38 -0.53 0.80
0.07 -0.21 0.48
-0.10 0.33 0.07
-0.07 -0.07 -0.06
-0.03 -0.17 0.47
-0.69 0.08 0.18
0.42 -0.41 0.75
-0.16 -0.60 -0.21

Its spin multiplicity is 1. Its LUMO energy is 0.469 eV. As for the SMILES: O=C(c1cnc2c(c1)OCCC1(CC1)N2)N1CC[C@H](N2CCOC2=O)C1. The value obtained for the HOMO energy is -8.17 eV.